# 1
{"formula": "C21H26GeN4O11Sr", "method": "wB97M-V/def2-TZVPD", "homo_ev": -8.34, "gap_ev": 7.8, "fmax_ev_per_a": 4.1, "total_energy_ha": -3970.03280, "symbols": ["Sr", "Ge", "O", "O", "O", "O", "O", "O", "O", "O", "O", "O", "O", "N", "N", "N", "N", "C", "C", "C", "C", "C", "C", "C", "C", "C", "C", "C", "C", "C", "C", "C", "C", "C", "C", "C", "C", "C", "H", "H", "H", "H", "H", "H", "H", "H", "H", "H", "H", "H", "H", "H", "H", "H", "H", "H", "H", "H", "H", "H", "H", "H", "H", "H"], "coordinates": [[-1.402194, 0.021309, -0.295162], [1.745906, -0.962191, -0.003062], [-2.773994, 1.440309, 0.396038], [-6.282294, 3.408309, -0.234962], [-1.822994, 7.539109, -0.048062], [-5.323694, 1.545909, 0.191138], [-0.408094, 1.678409, -1.009462], [-0.166094, -1.555091, 0.493638], [0.706606, 3.056009, 0.309838], [-3.965894, 7.494009, 0.052738], [0.046106, -2.693291, -1.393562], [-2.703294, -6.251891, 0.240438], [-0.817494, -5.166391, 0.693038], [-3.986194, -3.568691, 0.094438], [-2.964994, -1.706591, -0.429162], [-5.289394, 2.755709, 0.025238], [-2.881794, 6.949609, 0.006238], [-1.628594, 4.829209, -0.061962], [4.453806, -2.300891, -1.609262], [4.279106, 1.291309, -0.062162], [2.727606, -2.718291, 0.172538], [4.212606, -2.692391, -0.155562], [3.947906, 1.662209, 1.374838], [-5.435094, -1.560391, -0.170062], [-2.033094, -2.673991, -0.272362], [-1.618694, 3.459609, -0.031562], [-0.321394, 2.694809, -0.232362], [1.801306, 0.301409, 1.554538], [-2.850794, 5.518609, 0.015438], [-1.965194, -5.133291, 0.352138], [5.932806, -2.213191, -1.953362], [-4.043994, 4.822309, 0.032838], [-0.600894, -2.340391, -0.433862], [-2.815794, 2.696509, 0.168338], [-4.139194, -2.255591, -0.183462], [3.189906, 0.571209, 2.127338], [-4.041194, 3.434809, 0.105138], [-2.637494, -3.861791, 0.052438], [-5.991494, -1.761591, -1.084163], [-3.543594, -6.128591, -0.217362], [4.816906, 0.345209, -0.102962], [6.417606, -3.173991, -1.795463], [-4.986394, 5.353109, -0.011062], [4.619506, -3.691891, 0.024738], [4.875706, 1.866309, 1.916338], [2.229406, -3.431191, -0.483162], [6.428706, -1.471291, -1.332962], [4.740006, -1.998491, 0.504638], [-4.720694, -4.187691, 0.400838], [3.368106, 1.219909, -0.656462], [-0.699194, 5.373209, -0.165262], [-6.033294, -1.892091, 0.675238], [1.347806, 1.256809, 1.276537], [1.419206, -0.393591, -1.387062], [4.904306, 2.057909, -0.512862], [6.056206, -1.919591, -2.992063], [3.344606, 2.571509, 1.371538], [1.176606, -0.169591, 2.323838], [3.972806, -3.031291, -2.261862], [-5.272694, -0.486491, -0.086562], [3.077206, 0.898909, 3.163138], [3.784606, -0.348691, 2.142038], [2.567106, -3.042191, 1.204838], [3.977106, -1.330991, -1.793363]], "forces_ev_per_angstrom": [[-1.50, 0.76, -1.20], [0.08, -0.57, 1.30], [-1.24, 1.86, 0.96], [-0.27, 0.24, -0.02], [0.39, 0.21, 0.00], [-0.12, -0.04, 0.07], [1.45, 2.29, -1.35], [3.41, -1.68, 1.61], [0.50, 0.42, 0.43], [-0.32, 0.26, 0.03], [-0.12, -0.01, -0.12], [-0.01, -0.46, 0.11], [-0.17, -0.12, -0.09], [0.16, -0.07, -0.02], [-1.75, -0.78, -0.16], [-0.66, -0.26, 0.00], [-0.05, 0.34, -0.08], [-0.18, 0.02, 0.04], [0.21, 0.02, 0.23], [-0.11, 0.07, 0.23], [-0.37, 0.63, 0.17], [-0.09, 0.19, -0.21], [0.06, -0.14, 0.06], [-0.19, 0.24, -0.05], [-0.58, -1.51, 0.20], [0.10, -0.17, 0.05], [-0.21, 0.77, -0.22], [-0.08, -0.51, -0.46], [-0.09, -1.26, -0.11], [0.06, 0.21, 0.04], [-0.27, 0.06, -0.05], [-0.05, 0.15, 0.03], [0.38, -2.34, -0.68], [-0.57, 0.49, 0.16], [-0.05, -0.23, 0.01], [0.20, 0.12, -0.05], [1.18, 0.39, -0.12], [0.51, 0.44, -0.14], [-0.06, 0.00, -0.07], [0.13, 0.15, -0.03], [0.11, -0.17, -0.08], [0.11, -0.07, -0.02], [0.12, -0.05, 0.06], [0.07, 0.05, 0.05], [-0.04, 0.09, -0.02], [-0.17, 0.11, 0.03], [0.12, 0.09, 0.09], [0.08, -0.05, 0.02], [-0.01, 0.12, 0.01], [-0.07, 0.02, -0.18], [-0.03, 0.00, 0.06], [-0.09, -0.01, 0.07], [-0.07, -0.12, -0.14], [0.15, 0.00, 0.08], [0.02, 0.00, -0.17], [0.15, -0.02, -0.12], [0.03, 0.06, 0.07], [0.04, -0.08, -0.20], [-0.14, 0.03, -0.04], [-0.04, -0.13, -0.03], [-0.01, -0.10, 0.03], [0.06, 0.01, 0.12], [-0.10, 0.08, -0.04], [0.00, -0.03, -0.12]]}


# 2
{"formula": "C25H28N4O4", "method": "wB97M-V/def2-TZVPD", "homo_ev": -8.92, "smiles": "C[C@H](NC(=O)c1nc[nH]c1C(=O)NC(c1ccccc1)c1ccccc1)C(=O)OC(C)(C)C", "gap_ev": 9.6, "fmax_ev_per_a": 1.0, "total_energy_ha": -1489.55726, "symbols": ["O", "O", "O", "O", "N", "N", "N", "N", "C", "C", "C", "C", "C", "C", "C", "C", "C", "C", "C", "C", "C", "C", "C", "C", "C", "C", "C", "C", "C", "C", "C", "C", "C", "H", "H", "H", "H", "H", "H", "H", "H", "H", "H", "H", "H", "H", "H", "H", "H", "H", "H", "H", "H", "H", "H", "H", "H", "H", "H", "H", "H"], "coordinates": [[-2.868524, 1.320491, -0.934677], [2.519194, -3.595894, 1.284144], [-2.692893, 0.115582, 0.972623], [-0.779405, -1.124091, -0.804491], [-2.790672, -2.130276, -0.697744], [0.260988, -5.036383, 0.765928], [1.625785, -1.723019, 0.343480], [-1.725530, -4.489280, 0.014068], [-0.992851, -5.451898, 0.499039], [-0.832541, 2.342335, -0.100983], [4.710291, -0.510967, -0.854190], [2.709796, -0.818021, 0.655901], [0.344142, -3.718404, 0.423800], [0.613152, 1.286195, 3.031895], [-2.947495, 0.231092, -0.196736], [-2.310457, 2.558981, -0.413235], [3.354116, -0.332480, -0.623321], [-1.459364, -2.114484, -0.542729], [2.467398, 2.602120, 2.288476], [2.577326, 0.302076, -1.585609], [-2.484286, 3.554731, -1.559949], [2.913469, 1.541589, 1.520642], [-4.996313, -1.096141, -0.744376], [-0.917077, -3.387407, -0.049666], [2.210002, 0.343655, 1.496140], [5.286511, -0.055163, -2.027894], [3.153379, 0.753636, -2.758768], [-3.079293, 3.023990, 0.821720], [-3.512527, -0.928687, -1.042861], [1.609601, -3.004239, 0.717476], [1.313350, 2.479628, 3.043414], [1.059322, 0.224338, 2.264412], [4.509444, 0.578700, -2.981486], [1.040955, -5.539855, 1.163773], [0.808591, -1.336913, -0.138173], [-2.721241, 4.005249, 1.120440], [3.813918, 1.644631, 0.932725], [-3.282866, -2.971716, -0.434282], [-0.384756, 3.263923, 0.259700], [-0.309136, 2.019608, -0.997309], [0.501341, -0.700077, 2.263188], [-2.933135, 2.329809, 1.643887], [3.439864, -1.396128, 1.239409], [3.023445, 3.528447, 2.295639], [-1.991652, 3.180232, -2.452987], [-4.142794, 3.089723, 0.600128], [4.958773, 0.934026, -3.897348], [-5.140896, -1.273102, 0.319254], [-3.352427, -0.682058, -2.100269], [-0.288384, 1.178383, 3.616516], [6.343886, -0.197167, -2.197939], [5.318076, -1.008787, -0.112124], [-5.535784, -0.196035, -1.026921], [-2.047517, 4.511092, -1.288595], [-0.715740, 1.576494, 0.660220], [-3.539455, 3.695522, -1.780009], [0.963291, 3.309485, 3.639702], [2.543458, 1.244810, -3.503003], [-5.399713, -1.936278, -1.305299], [-1.338223, -6.452223, 0.667679], [1.520101, 0.436602, -1.412442]], "forces_ev_per_angstrom": [[-0.08, 0.34, -0.37], [0.09, -0.21, 0.11], [0.00, 0.11, 0.10], [0.07, 0.14, -0.10], [-0.27, 0.02, -0.01], [0.16, 0.20, -0.04], [0.03, 0.18, 0.01], [-0.34, 0.04, -0.10], [-0.06, -0.09, 0.02], [-0.29, -0.21, -0.07], [-0.14, 0.00, 0.10], [0.27, -0.17, 0.07], [-0.45, 0.13, -0.14], [-0.02, 0.03, 0.10], [-0.28, -0.57, -0.02], [0.27, 0.55, 0.26], [0.17, -0.12, -0.02], [-0.22, -0.09, -0.16], [0.07, 0.08, 0.01], [0.12, -0.04, 0.00], [-0.04, -0.41, 0.22], [0.01, 0.00, 0.01], [0.21, -0.01, -0.03], [0.76, -0.52, 0.34], [-0.09, -0.02, 0.10], [0.10, 0.04, -0.10], [-0.13, 0.04, -0.03], [0.07, -0.26, -0.12], [0.28, 0.28, -0.02], [0.02, 0.17, -0.10], [-0.06, 0.04, 0.08], [0.06, -0.04, 0.03], [0.12, 0.00, -0.05], [-0.04, 0.03, 0.00], [-0.05, -0.18, 0.03], [0.03, 0.14, -0.01], [0.06, 0.04, -0.07], [0.06, 0.03, 0.00], [0.04, 0.13, 0.03], [0.09, 0.00, -0.12], [-0.06, -0.06, -0.03], [-0.01, 0.04, 0.05], [-0.13, 0.13, -0.17], [0.04, 0.07, 0.00], [0.08, -0.01, -0.11], [-0.11, 0.05, -0.01], [0.03, 0.02, -0.07], [-0.03, -0.02, 0.08], [-0.04, -0.02, 0.20], [-0.09, -0.01, 0.04], [0.08, -0.01, -0.02], [0.04, -0.06, 0.09], [-0.06, 0.04, -0.03], [0.05, 0.10, 0.05], [0.05, 0.01, 0.04], [-0.12, 0.05, -0.03], [-0.03, 0.07, 0.04], [-0.06, 0.04, -0.06], [-0.07, -0.05, -0.05], [0.03, -0.23, 0.07], [-0.17, 0.05, 0.00]]}


# 3
{"formula": "C9H18F3IO2P", "method": "wB97M-V/def2-TZVPD", "homo_ev": -12.50, "total_charge": 1, "gap_ev": 9.9, "fmax_ev_per_a": 1.0, "total_energy_ha": -1442.62339, "symbols": ["I", "P", "F", "F", "F", "O", "O", "C", "C", "C", "C", "C", "C", "C", "C", "C", "H", "H", "H", "H", "H", "H", "H", "H", "H", "H", "H", "H", "H", "H", "H", "H", "H", "H"], "coordinates": [[-4.665615, -1.127716, 0.299819], [-0.252433, 1.458668, 0.047852], [4.160064, 1.540282, -0.845778], [3.857471, 0.172177, 0.842899], [4.253188, -0.633588, -1.162225], [1.290935, -1.543705, 2.366816], [1.869226, 0.116476, -2.119814], [-2.699880, 0.781657, -1.094612], [1.504696, 1.659662, -0.380164], [-0.750441, -1.053673, 1.223646], [2.110843, 0.310066, -0.749080], [3.624263, 0.348772, -0.478357], [-0.361010, 0.408032, 1.511735], [-0.037556, -2.001652, 2.179853], [-3.316379, -0.608084, -1.275076], [-1.170872, 0.831831, -1.364409], [-0.579934, -2.068799, 3.120708], [-2.918767, 1.169395, -0.103435], [-0.758787, -0.115785, -1.686708], [-0.954655, 1.542130, -2.159287], [-3.171777, 1.459163, -1.795609], [-3.933244, -0.622776, -2.163130], [2.074545, -0.787106, -2.361994], [0.587262, 0.471445, 2.035829], [-1.104097, 0.858820, 2.166726], [-2.575296, -1.387697, -1.385172], [-1.818463, -1.157184, 1.369715], [1.842222, -2.292554, 2.581902], [-0.039870, -2.998311, 1.743937], [1.692875, -0.503906, -0.160160], [1.565535, 2.344239, -1.217808], [-0.515341, -1.342214, 0.204024], [1.997939, 2.059885, 0.499721], [-0.806650, 2.712050, 0.307638]], "forces_ev_per_angstrom": [[0.13, -0.05, -0.05], [0.48, -0.47, -0.20], [-0.26, -0.89, 0.21], [-0.05, 0.15, -0.68], [-0.37, 0.61, 0.49], [-0.09, 0.14, -0.24], [-0.37, 0.31, 0.06], [0.35, -0.12, -0.02], [-0.79, -0.30, 0.35], [0.30, 0.13, 0.28], [0.39, 0.16, -0.55], [0.51, 0.05, 0.07], [-0.66, 0.21, -0.01], [-0.12, -0.13, -0.13], [-0.25, 0.23, -0.10], [-0.39, 0.37, 0.10], [0.04, 0.15, 0.26], [-0.09, 0.04, 0.16], [0.14, -0.19, 0.00], [0.12, 0.03, -0.19], [-0.15, 0.18, -0.01], [-0.06, -0.08, -0.14], [0.22, -0.30, -0.14], [0.26, 0.02, -0.05], [-0.07, 0.08, 0.11], [0.08, -0.21, 0.25], [-0.25, -0.13, -0.20], [0.32, -0.21, 0.20], [-0.04, -0.15, -0.05], [0.11, -0.16, 0.32], [0.31, 0.17, -0.12], [0.07, -0.02, -0.20], [0.09, 0.28, 0.09], [0.10, 0.08, 0.12]]}


# 4
{"formula": "C5H5N", "method": "wB97M-V/def2-TZVPD", "homo_ev": -10.71, "gap_ev": 9.4, "fmax_ev_per_a": 1.1, "total_energy_ha": -248.12389, "symbols": ["N", "C", "C", "C", "C", "C", "H", "H", "H", "H", "H"], "coordinates": [[2.959192, -0.089127, 0.758725], [1.999192, 0.225245, 0.190814], [0.844951, 0.636794, -0.556345], [1.142532, 1.107557, -1.749242], [-1.026959, -0.881395, 0.265079], [-0.583564, 0.550767, -0.030188], [-0.644908, 1.169740, 0.871530], [-0.937175, -1.514470, -0.622599], [-0.432900, -1.327923, 1.068691], [-2.076087, -0.883333, 0.579114], [-1.244272, 1.006140, -0.775584]], "forces_ev_per_angstrom": [[-0.99, 0.27, -0.48], [0.89, -0.29, 0.50], [0.16, 0.18, -0.45], [-0.26, -0.21, 0.53], [0.01, -0.07, 0.02], [-0.11, 0.06, -0.02], [0.05, -0.07, -0.14], [0.00, 0.10, 0.11], [-0.05, 0.07, -0.13], [0.18, 0.01, -0.04], [0.12, -0.05, 0.09]]}


# 5
{"formula": "C3H7ClOS", "method": "wB97M-V/def2-TZVPD", "homo_ev": -9.76, "gap_ev": 9.9, "fmax_ev_per_a": 4.8, "total_energy_ha": -1052.08207, "symbols": ["Cl", "S", "O", "C", "C", "C", "H", "H", "H", "H", "H", "H", "H"], "coordinates": [[2.682914, 1.037957, 0.215427], [1.482682, -0.442748, -0.541198], [2.053185, -1.757670, 0.070966], [-0.993612, -1.190509, 0.150491], [-0.017168, 0.005827, 0.295669], [-0.373137, 1.399085, -0.347650], [-1.965050, -0.923327, 0.731631], [0.176590, 0.109094, 1.384275], [-0.477731, -2.068007, 0.554614], [0.570313, 1.977628, -0.370955], [-0.657352, 1.221657, -1.364528], [-1.398299, -1.332028, -0.871937], [-1.083341, 1.963046, 0.093201]], "forces_ev_per_angstrom": [[0.48, 0.31, 0.24], [2.30, -4.07, 1.06], [-1.87, 3.34, -1.53], [-1.73, 1.34, 0.37], [-1.08, 0.86, 0.87], [3.18, -2.48, -1.04], [1.80, -0.61, -0.56], [0.22, 0.03, -0.65], [-0.52, 0.02, -0.19], [-0.80, -0.05, 0.00], [-0.27, -0.03, -0.74], [0.74, -0.12, 0.32], [-2.45, 1.46, 1.86]]}